w | 13
Properties=species:S:1:pos:R:3:lowdin_charge:R:1 method="wB97M-V/def2-TZVPD" spin_multiplicity=1 total_charge=0 lumo_energy_ev=0.845 smiles=COCCC#N molar_mass_g_mol=85.106 homo_lumo_gap_ev=11.16 homo_ev=-10.32
C 1.376 1.235 0.988 -0.10
O 0.407 0.849 0.043 -0.19
C -0.755 0.285 0.589 -0.25
C -1.171 -0.878 -0.310 -0.15
C -0.103 -1.881 -0.379 -0.22
N 0.749 -2.661 -0.411 0.14
H 1.052 2.102 1.582 0.09
H 2.273 1.504 0.427 0.09
H 1.618 0.406 1.670 0.09
H -1.569 1.024 0.631 0.13
H -0.581 -0.081 1.611 0.13
H -2.088 -1.350 0.059 0.12
H -1.365 -0.506 -1.321 0.12

=====

x | 13
Properties=species:S:1:pos:R:3:lowdin_charge:R:1 method="wB97M-V/def2-TZVPD" spin_multiplicity=1 total_charge=0 lumo_energy_ev=0.877 smiles=O[C@]12CC[C@H]1N2 molar_mass_g_mol=85.106 homo_lumo_gap_ev=9.82 homo_ev=-8.94
O 0.926 1.110 -1.513 0.06
C 0.572 0.463 -0.353 -0.57
C 0.631 -1.039 -0.154 -0.07
C -0.719 -0.926 0.615 -0.12
C -0.739 0.572 0.337 -0.20
N 0.527 1.135 0.916 0.12
H 0.055 0.957 -1.889 0.11
H 0.542 -1.587 -1.099 0.12
H 1.497 -1.393 0.406 0.11
H -1.531 -1.475 0.128 0.11
H -0.668 -1.173 1.673 0.10
H -1.609 1.227 0.265 0.14
H 0.515 2.128 0.668 0.11

=====

Of them, the most stable is w and the least stable is x.

=====

w | 13
Properties=species:S:1:pos:R:3:lowdin_charge:R:1 method="wB97M-V/def2-TZVPD" spin_multiplicity=1 total_charge=0 lumo_energy_ev=0.941 smiles="[H]/N=C1/CCCO1" molar_mass_g_mol=85.106 homo_lumo_gap_ev=10.81 homo_ev=-9.87
H -2.601 0.772 -1.248 0.06
N -2.395 0.361 -0.335 0.15
C -1.147 0.210 -0.232 -0.46
C -0.403 -0.399 0.939 -0.10
C 1.063 -0.080 0.630 -0.16
C 1.041 0.081 -0.891 -0.17
O -0.260 0.583 -1.199 -0.03
H -0.761 0.023 1.881 0.12
H -0.595 -1.477 0.970 0.12
H 1.760 -0.857 0.953 0.11
H 1.357 0.863 1.102 0.11
H 1.173 -0.880 -1.406 0.12
H 1.772 0.794 -1.279 0.12

=====

x | 13
Properties=species:S:1:pos:R:3:lowdin_charge:R:1 method="wB97M-V/def2-TZVPD" spin_multiplicity=1 total_charge=0 lumo_energy_ev=1.074 smiles="C1=CN1.C=CO" molar_mass_g_mol=85.106 homo_lumo_gap_ev=9.90 homo_ev=-8.82
C -1.264 -0.206 1.031 -0.09
C -2.244 0.226 0.339 -0.08
N -1.519 -0.951 -0.249 -0.03
H -0.487 -0.179 1.775 0.10
H -2.993 0.926 0.014 0.10
H -2.050 -1.800 -0.025 0.06
C 1.805 -0.539 -0.275 -0.02
C 1.772 0.791 -0.331 -0.29
O 0.721 1.548 -0.737 -0.02
H 2.701 -1.048 0.061 0.05
H 0.944 -1.133 -0.575 0.04
H 2.613 1.418 -0.044 0.11
H 0.000 0.947 -0.983 0.07

=====

Of them, the most stable is w and the least stable is x.

=====

w | 13
Properties=species:S:1:pos:R:3:lowdin_charge:R:1 method="wB97M-V/def2-TZVPD" spin_multiplicity=1 total_charge=0 lumo_energy_ev="0.541 / -0.648" molar_mass_g_mol=85.106 homo_lumo_gap_ev="9.03 / 7.45" homo_ev="-8.49 / -8.10"
O 2.321 -0.790 0.392 -0.04
N 1.351 0.174 0.566 0.05
C 0.387 0.014 -0.330 -0.46
C 0.161 -0.995 -1.225 0.11
C -1.519 0.383 0.951 0.04
C -0.696 0.993 -0.074 -0.28
H 3.002 -0.534 1.025 0.10
H -0.720 -0.969 -1.854 0.07
H 0.903 -1.763 -1.407 0.06
H -2.392 0.905 1.340 0.05
H -1.297 -0.596 1.354 0.06
H -1.245 1.230 -1.002 0.12
H -0.254 1.950 0.264 0.12

=====

x | 13
Properties=species:S:1:pos:R:3:lowdin_charge:R:1 method="wB97M-V/def2-TZVPD" spin_multiplicity=1 total_charge=0 lumo_energy_ev=0.825 smiles="C1=CN=CC1.O" molar_mass_g_mol=85.106 homo_lumo_gap_ev=10.47 homo_ev=-9.65
C -1.732 -0.691 0.110 -0.14
C -0.614 -1.300 -0.241 -0.12
N 0.470 -0.439 0.079 0.05
C -0.008 0.602 0.630 -0.19
C -1.472 0.618 0.723 -0.18
H -2.796 -0.907 0.013 0.11
H -0.389 -2.313 -0.677 0.12
H 0.568 1.495 1.031 0.13
H -2.053 1.234 -0.015 0.15
H -1.758 0.633 1.787 0.14
O 3.535 0.153 -0.997 -0.09
H 3.064 -0.138 -1.753 -0.01
H 2.792 0.100 -0.309 0.04

=====

Of them, the most stable is x and the least stable is w.

=====

w | 15
Properties=species:S:1:pos:R:3:lowdin_charge:R:1 method="wB97M-V/def2-TZVPD" spin_multiplicity=1 total_charge=0 lumo_energy_ev=0.010 molar_mass_g_mol=231.915 homo_lumo_gap_ev=9.33 homo_ev=-9.32
C 1.524 0.637 1.922 -0.05
C -1.380 -0.111 -2.183 -0.22
C 1.214 -0.364 0.686 -0.38
C -1.262 -0.223 -0.722 -1.18
O 0.615 0.250 -0.385 -0.22
Br -2.246 1.132 0.183 0.72
Br -1.503 -1.923 0.055 0.78
H 2.385 1.139 1.609 0.04
H 0.743 1.327 2.029 0.04
H 1.605 0.055 2.845 0.07
H -0.814 -0.790 -2.689 0.04
H -2.478 -0.231 -2.530 0.12
H -1.085 0.979 -2.456 0.12
H 0.552 -1.048 1.283 0.05
H 2.131 -0.831 0.353 0.10

=====

x | 15
Properties=species:S:1:pos:R:3:lowdin_charge:R:1 method="wB97M-V/def2-TZVPD" spin_multiplicity=1 total_charge=0 lumo_energy_ev=0.583 molar_mass_g_mol=231.915 homo_lumo_gap_ev=10.42 homo_ev=-9.83
C -1.693 -1.188 1.484 -0.22
C 0.952 0.488 -2.149 -0.06
C 0.008 0.048 0.046 -0.27
C -1.118 -1.152 0.101 -1.12
O 0.877 -0.377 -0.972 -0.29
Br -0.303 -2.966 -0.111 0.67
Br -2.383 -0.900 -1.372 0.67
H -2.284 -2.008 1.679 0.04
H -0.816 -1.036 2.008 0.05
H -2.393 -0.456 1.823 0.08
H 0.052 0.559 -2.745 0.06
H 1.758 -0.131 -2.750 0.14
H 1.230 1.401 -1.761 0.05
H 0.530 0.131 0.979 0.12
H -0.543 0.905 -0.121 0.09

=====

Of them, the most stable is x and the least stable is w.

=====

w | 11
Properties=species:S:1:pos:R:3:lowdin_charge:R:1 method="wB97M-V/def2-TZVPD" spin_multiplicity=1 total_charge=+1 lumo_energy_ev=-5.564 smiles="C=[N+]1C=C1C" molar_mass_g_mol=68.099 homo_lumo_gap_ev=8.47 homo_ev=-14.03
C -2.025 -0.241 0.542 0.13
N -0.766 -0.461 0.704 -0.13
C 0.245 -1.105 1.409 0.29
C 0.523 -0.057 0.257 0.02
C 1.287 0.770 -0.599 -0.01
H -2.540 0.428 -0.044 0.07
H -2.832 -0.817 1.143 0.15
H 0.508 -1.537 2.245 0.07
H 2.104 0.291 -1.124 0.11
H 1.979 1.460 0.037 0.16
H 0.705 1.413 -1.300 0.12

=====

x | 11
Properties=species:S:1:pos:R:3:lowdin_charge:R:1 method="wB97M-V/def2-TZVPD" spin_multiplicity=1 total_charge=+1 lumo_energy_ev=-8.481 molar_mass_g_mol=68.099 homo_lumo_gap_ev=4.83 homo_ev=-13.31
C 1.941 -0.158 -0.048 -0.03
C 2.530 1.000 -0.490 0.29
C -2.264 0.344 0.467 -0.17
C 1.505 -1.265 0.270 0.35
N -1.411 0.743 -0.319 -0.02
H 1.889 1.731 -0.983 0.12
H 3.444 1.486 -0.079 0.14
H -3.213 0.083 -0.018 0.07
H -2.170 0.283 1.595 0.09
H 1.366 -2.233 0.610 0.08
H -1.808 0.747 -1.322 0.09

=====

Of them, the most stable is w and the least stable is x.

=====

w | 17
Properties=species:S:1:pos:R:3:lowdin_charge:R:1 method="wB97M-V/def2-TZVPD" spin_multiplicity=1 total_charge=0 lumo_energy_ev="-1.487 / -0.896" molar_mass_g_mol=116.163 homo_lumo_gap_ev="5.73 / 7.97" homo_ev="-7.22 / -8.86"
C -1.132 1.299 0.163 0.09
C 0.082 1.611 0.447 0.02
C -1.739 0.056 0.059 -0.34
C -0.824 -0.859 -0.085 0.13
C 0.560 -0.807 0.038 -0.25
C 1.496 -1.797 0.038 0.10
C 1.003 0.655 0.210 -0.23
C -3.250 -0.023 0.006 -0.03
C 2.427 0.993 -0.118 -0.06
H 2.559 -1.459 0.111 0.07
H 1.343 -2.784 -0.166 0.03
H -3.629 0.597 0.723 0.04
H -3.499 -1.024 0.124 0.05
H -3.658 0.348 -1.048 0.14
H 2.644 0.661 -1.163 0.11
H 3.055 0.499 0.553 0.05
H 2.560 2.035 0.108 0.07

=====

x | 17
Properties=species:S:1:pos:R:3:lowdin_charge:R:1 method="wB97M-V/def2-TZVPD" spin_multiplicity=1 total_charge=0 lumo_energy_ev=-0.783 molar_mass_g_mol=116.163 homo_lumo_gap_ev=7.67 homo_ev=-8.46
C 1.095 -1.424 -0.389 -0.03
C 1.474 -0.292 0.306 -0.07
C -2.215 -1.027 -1.360 -0.15
C -0.714 0.607 0.226 0.01
C -0.229 -1.506 -0.832 -0.28
C 0.628 0.760 0.688 -0.26
C -1.066 -0.452 -0.541 -0.25
C -1.206 -2.277 -1.699 0.17
C 1.046 1.906 1.517 -0.04
H 1.964 -2.224 -0.606 0.16
H 2.583 -0.157 0.553 0.13
H -2.387 -0.451 -2.397 0.14
H -3.177 -1.378 -0.990 0.08
H -1.454 1.433 0.503 0.14
H 1.503 2.729 0.927 0.10
H 1.936 1.512 2.104 0.11
H 0.219 2.242 1.989 0.04

=====

Of them, the most stable is x and the least stable is w.

=====

w | 11
Properties=species:S:1:pos:R:3:lowdin_charge:R:1 method="wB97M-V/def2-TZVPD" spin_multiplicity=1 total_charge=0 lumo_energy_ev=0.841 molar_mass_g_mol=90.147 homo_lumo_gap_ev=10.09 homo_ev=-9.25
C 0.232 0.511 0.024 -0.52
C -1.209 0.175 -0.285 -0.27
C 0.145 -0.788 0.747 -0.27
H 2.519 0.597 -0.887 -0.13
H 0.540 1.497 0.478 0.11
H -1.868 0.757 0.410 0.14
H -1.575 0.202 -1.279 0.11
H 0.113 -0.688 1.817 0.12
H 0.807 -1.653 0.421 0.14
O -1.019 -1.108 0.121 -0.09
S 1.315 0.497 -1.568 0.66

=====

x | 11
Properties=species:S:1:pos:R:3:lowdin_charge:R:1 method="wB97M-V/def2-TZVPD" spin_multiplicity=1 total_charge=0 lumo_energy_ev=0.662 smiles=O[C@H]1C[C@@H]1S molar_mass_g_mol=90.147 homo_lumo_gap_ev=9.94 homo_ev=-9.28
O -2.223 -0.616 0.018 -0.07
C -0.917 -0.007 -0.395 -0.44
C -0.494 1.248 -0.060 -0.25
C 0.179 0.266 0.649 -0.68
S 1.622 -0.367 -0.143 0.72
H -1.869 -1.474 0.495 0.14
H -0.379 -0.376 -1.279 0.10
H 0.246 1.549 -1.061 0.18
H -1.155 2.101 0.417 0.17
H 0.054 -0.515 1.509 0.14
H 2.333 0.482 0.899 -0.01

=====

Of them, the most stable is w and the least stable is x.

=====

w | 20
Properties=species:S:1:pos:R:3:lowdin_charge:R:1 method="wB97M-V/def2-TZVPD" spin_multiplicity=1 total_charge=+1 lumo_energy_ev="-6.840 / -6.693" molar_mass_g_mol=101.173 homo_lumo_gap_ev="7.09 / 6.74" homo_ev="-13.93 / -13.43"
C 0.400 1.551 0.478 0.12
C 2.184 0.087 -0.668 0.00
C -2.610 0.596 -0.434 -0.16
C 0.031 -2.131 0.283 -0.08
C 0.977 0.151 0.397 -0.42
N -1.818 0.579 0.673 0.14
N -0.006 -0.745 -0.030 0.03
H 0.532 2.179 -0.377 0.12
H -0.803 1.184 0.562 0.00
H 0.527 1.968 1.384 0.08
H 2.715 -0.841 -0.582 0.07
H 2.894 0.873 -0.287 0.11
H 1.920 0.384 -1.681 0.09
H -2.523 -0.274 -0.992 0.07
H -2.377 1.521 -1.151 0.18
H -3.566 0.842 -0.010 0.11
H 0.912 -2.465 -0.307 0.12
H -0.859 -2.751 -0.027 0.11
H 0.052 -2.445 1.351 0.11
H 1.416 -0.263 1.418 0.19

=====

x | 20
Properties=species:S:1:pos:R:3:lowdin_charge:R:1 method="wB97M-V/def2-TZVPD" spin_multiplicity=1 total_charge=+1 lumo_energy_ev=-8.809 molar_mass_g_mol=101.173 homo_lumo_gap_ev=5.71 homo_ev=-14.51
C -2.246 -0.197 0.726 -0.11
C -1.044 -1.151 0.692 -0.25
C 0.391 -0.726 1.123 -0.16
C 0.712 0.792 1.216 -0.19
N 0.726 -0.665 -2.031 0.22
C 1.149 0.544 -1.753 -0.07
N 0.292 1.353 -0.045 0.15
H -2.190 0.401 1.646 0.07
H -2.123 0.532 -0.079 0.06
H -3.222 -0.685 0.693 0.09
H -1.316 -2.031 1.295 0.11
H -1.058 -1.479 -0.342 0.08
H 0.705 -1.373 1.941 0.12
H 0.969 -1.015 0.241 0.07
H 1.805 0.885 1.345 0.14
H 0.223 1.321 2.035 0.17
H 2.156 0.609 -1.337 0.11
H 1.388 -1.138 -2.661 0.13
H 0.744 1.415 -2.286 0.16
H 0.740 2.253 -0.254 0.10

=====

y | 20
Properties=species:S:1:pos:R:3:lowdin_charge:R:1 method="wB97M-V/def2-TZVPD" spin_multiplicity=1 total_charge=+1 lumo_energy_ev=-2.996 molar_mass_g_mol=101.173 homo_lumo_gap_ev=11.03 homo_ev=-14.02
C 3.058 1.300 -1.120 -0.07
C 1.817 1.431 -0.299 -0.12
C 0.639 0.997 -0.699 -0.11
N -0.570 1.160 0.129 0.16
H 2.893 0.626 -1.953 0.08
H 3.350 2.277 -1.510 0.09
H 3.886 0.944 -0.509 0.09
H 1.930 1.891 0.679 0.12
H 0.464 0.455 -1.619 0.13
H -0.360 1.786 0.906 0.16
H -1.312 1.605 -0.410 0.16
H -0.914 0.181 0.484 0.08
C -1.188 -2.241 0.063 -0.09
C -2.609 -1.228 1.617 0.00
N -1.472 -1.202 1.075 -0.13
H -1.463 -1.907 -0.931 0.08
H -1.718 -3.156 0.310 0.08
H -0.119 -2.442 0.093 0.08
H -2.933 -0.538 2.389 0.09
H -3.377 -1.938 1.305 0.10

=====

z | 20
Properties=species:S:1:pos:R:3:lowdin_charge:R:1 method="wB97M-V/def2-TZVPD" spin_multiplicity=1 total_charge=+1 lumo_energy_ev=-3.636 molar_mass_g_mol=101.173 homo_lumo_gap_ev=7.93 homo_ev=-11.57
C 0.626 -3.215 -1.174 0.02
C 1.151 -2.526 -0.170 -0.26
N 0.625 -1.375 0.448 -0.11
C 1.485 -0.206 0.382 -0.13
H -0.348 -2.927 -1.567 0.05
H 1.103 -4.007 -1.725 0.06
H 2.100 -2.850 0.253 0.11
H -0.259 -1.194 -0.012 0.10
H 1.548 0.366 1.319 0.07
H 2.507 -0.517 0.163 0.09
H 1.210 0.480 -0.430 0.07
C -1.050 2.369 -0.298 -0.14
C -2.338 2.217 -0.559 0.09
N -0.582 2.196 1.099 0.20
H -0.258 2.415 -1.029 0.12
H -2.647 2.333 -1.588 0.09
H -3.056 2.085 0.239 0.09
H -1.376 2.285 1.727 0.17
H -0.113 1.285 1.219 0.12
H 0.156 2.865 1.334 0.18

=====

Of them, the most stable is y and the least stable is w.